A.
20
Properties=species:S:1:pos:R:3 method="wB97M-V/def2-TZVPD" e_homo_ev=-7.23 mol_weight_da=99.2 total_charge=0 orbital_gap_ha=0.275
C -0.7418 1.4743 -2.8922
C -0.1349 0.6631 -1.8007
C -0.5705 0.9177 -0.4240
C -0.3602 -0.0101 0.6033
C -0.2480 -1.3538 0.3047
N 0.4779 -2.1323 1.2187
C -0.8197 0.3712 2.0253
H -0.7574 2.5909 -2.8510
H -0.4677 1.1729 -3.9140
H -1.8326 1.3189 -2.9200
H 0.9208 0.3632 -1.8327
H -0.8121 -0.2047 -1.4590
H 3.9891 -1.5950 1.7029
H -1.1930 1.7791 -0.1513
H 4.1736 -2.3060 1.7852
H -0.0346 -2.7485 1.8303
H 1.1928 -1.5785 1.6808
H -0.0549 0.1008 2.7528
H -1.6873 -0.2613 2.2115
H -1.0396 1.4380 2.1295



B.
20
Properties=species:S:1:pos:R:3 method="wB97M-V/def2-TZVPD" smiles="C/C=C/C[C@H](C)N" e_homo_ev=-9.08 mol_weight_da=99.2 total_charge=0 orbital_gap_ha=0.375
C -0.3825 1.6207 -0.4914
C -1.4040 0.6319 0.0032
C -0.7790 -0.4865 0.8453
C 0.3293 -1.2789 0.2382
C 1.5992 -0.8902 0.1815
C 2.6080 -1.5545 -0.7126
N -2.3976 1.3773 0.8087
H -0.7074 2.5500 -0.9544
H 0.3150 1.1901 -1.2177
H 0.2277 1.9629 0.3572
H -1.9824 0.2403 -0.8426
H -0.4022 0.0714 1.7127
H -1.5910 -1.1201 1.2009
H 0.1238 -2.2662 -0.1559
H 1.8516 0.1062 0.5418
H 3.6004 -1.5918 -0.2655
H 2.6999 -0.9188 -1.5934
H 2.2763 -2.5425 -1.0237
H -3.1687 0.8250 1.1642
H -2.8161 2.0739 0.2035



C.
20
Properties=species:S:1:pos:R:3 method="wB97M-V/def2-TZVPD" smiles="C=C(CC)CCN" e_homo_ev=-8.99 mol_weight_da=99.2 total_charge=0 orbital_gap_ha=0.370
C -1.8283 0.3580 -0.2378
C -0.7149 0.7300 0.7172
C 0.6974 0.4127 0.2263
C 1.6859 1.2569 0.4982
C 0.9949 -0.9920 -0.2747
C 0.9170 -2.0531 0.8195
N -1.5295 0.6866 -1.6383
H -2.1519 -0.6856 -0.1656
H -2.7478 0.8998 -0.0150
H -0.7914 0.2048 1.6728
H -0.7876 1.7961 0.9278
H 1.5374 2.2149 0.9835
H 2.7102 1.0804 0.1884
H 0.3548 -1.2094 -1.1287
H 2.0056 -0.9487 -0.6899
H 1.5497 -2.9137 0.6183
H -0.1113 -2.3306 1.0422
H 1.3151 -1.6181 1.7417
H -0.6253 0.4123 -1.9900
H -2.2159 0.2595 -2.2447



Which of them is most stable? Easy: B.



A.
20
Properties=species:S:1:pos:R:3 method="wB97M-V/def2-TZVPD" smiles="C=C(C)NCCC" e_homo_ev=-8.18 mol_weight_da=99.2 total_charge=0 orbital_gap_ha=0.342
C 0.8482 -0.2288 0.2397
C 1.4238 0.7991 1.5240
C -1.2020 -1.6538 -1.5600
C 0.6029 0.6462 2.7844
N -0.1858 0.5121 -0.3179
C -0.8469 -0.1958 -1.6037
C -1.0634 0.5525 -2.6875
H -0.5967 1.3566 0.0654
H 1.6857 -0.3544 -0.4505
H 0.5652 -1.1829 0.6946
H 2.4470 0.4458 1.6763
H 1.4686 1.8365 1.1866
H -1.9145 -1.8491 -0.7520
H -1.6597 -2.0008 -2.4955
H -0.3171 -2.2780 -1.3984
H 0.5315 -0.4057 3.0835
H 1.0653 1.1855 3.6202
H -0.4130 1.0290 2.6539
H -1.6235 0.1776 -3.5427
H -0.8156 1.6085 -2.7203



B.
20
Properties=species:S:1:pos:R:3 method="wB97M-V/def2-TZVPD" e_homo_ev=-7.37 mol_weight_da=99.2 total_charge=0 orbital_gap_ha=0.304
C 2.9777 -0.1924 0.6591
C 0.5461 -0.7663 -0.7577
C 0.5393 0.6578 -1.2171
N -0.7806 0.2357 -0.8041
C -2.0510 0.9738 -0.8561
C -1.3856 0.6371 0.4393
C -1.8251 -0.5026 1.3162
H 2.8364 0.8285 1.0274
H 3.6193 -0.1774 -0.2286
H 3.4095 -0.8262 1.4333
H 0.6655 -1.4210 -1.6332
H 1.9913 -0.6073 0.4057
H 0.5781 0.8805 -2.2877
H 0.9877 1.4499 -0.6078
H -2.9405 0.4393 -1.1732
H -1.9803 2.0096 -1.1903
H -0.8687 1.4538 0.9441
H -2.5432 -0.1781 2.0753
H -2.2750 -1.2939 0.7091
H -0.9418 -0.9272 1.8032



Which of them is most stable? Easy: A.



A.
20
Properties=species:S:1:pos:R:3 method="wB97M-V/def2-TZVPD" e_homo_ev=-6.87 mol_weight_da=99.2 total_charge=0 orbital_gap_ha=0.261
C -0.2672 0.7222 -2.1161
C 0.8952 0.4496 -1.2012
C 0.3376 0.0216 0.0841
C 0.2067 0.7818 1.4091
N -0.6663 1.8645 1.5651
C 0.4795 -1.5118 0.4309
C -0.8848 -2.2446 0.1309
H -0.9252 1.3723 -1.4994
H 0.1112 1.1489 -3.1928
H -0.9313 -0.1998 -2.2617
H 1.3478 -0.3163 -1.6980
H 1.4775 1.4331 -1.0021
H 1.1205 0.6527 2.1058
H -0.2621 2.4220 2.3943
H 0.1916 1.8675 0.6611
H 1.1816 -1.9579 -0.3099
H 0.7912 -1.6352 1.4957
H -1.1159 -2.2304 -0.9892
H -1.7330 -1.5903 0.4038
H -1.1921 -3.3315 0.5104



B.
20
Properties=species:S:1:pos:R:3 method="wB97M-V/def2-TZVPD" e_homo_ev=-7.41 mol_weight_da=99.2 total_charge=0 orbital_gap_ha=0.307
C -0.2229 -0.3158 0.0907
C 0.7513 0.5169 0.6980
C -1.5548 0.2878 -0.2341
C 0.2400 -1.3833 -0.8626
C -0.2969 -1.1692 1.9052
C 1.1962 1.6456 -0.8940
N 0.4423 1.9308 -1.8592
H 0.7754 2.6745 -2.4840
H 2.2192 2.0651 -0.7970
H 0.4016 1.3004 1.3604
H 1.7300 0.0968 0.8975
H -2.2915 -0.4840 -0.4545
H -1.4240 0.9128 -1.1255
H -1.9131 0.9261 0.5721
H 0.2472 -0.9728 -1.8726
H -0.4453 -2.2312 -0.8292
H 1.2417 -1.7360 -0.6235
H -1.2487 -1.6763 1.7719
H -0.3721 -0.5113 2.7670
H 0.5243 -1.8769 1.9736



C.
20
Properties=species:S:1:pos:R:3 method="wB97M-V/def2-TZVPD" smiles="CCC/C=C(/C)N" e_homo_ev=-7.66 mol_weight_da=99.2 total_charge=0 orbital_gap_ha=0.322
C 1.7601 -1.0327 -0.3202
C 0.8632 -1.7873 0.6583
C -0.5649 -1.2451 0.8369
N -1.1643 0.5492 -1.4275
C -0.8444 1.0420 -0.1641
C -0.6504 0.2595 0.8990
C -0.5718 2.5231 -0.1547
H 2.0477 -0.0495 0.0296
H 2.7053 -1.5783 -0.3602
H 1.3278 -0.9979 -1.3185
H 0.7157 -2.7696 0.1963
H 1.3876 -1.8923 1.5965
H -0.9297 -1.6568 1.7702
H -1.2816 -1.6297 0.1114
H -1.5874 -0.3575 -1.5225
H -1.2417 1.1924 -2.1891
H -0.3518 0.7381 1.8224
H -1.3157 3.0618 -0.7483
H 0.4168 2.6986 -0.5512
H -0.7205 2.9321 0.8357



D.
20
Properties=species:S:1:pos:R:3 method="wB97M-V/def2-TZVPD" smiles="C=C(CC)CCN" e_homo_ev=-8.89 mol_weight_da=99.2 total_charge=0 orbital_gap_ha=0.365
C 0.0665 -1.6156 -0.7239
C 0.6032 -0.2829 -1.2119
C -0.1001 0.7865 -0.4128
C -0.8384 1.7565 -0.9815
C -0.0605 0.7212 1.1521
C 1.3407 0.7818 1.7442
N -1.3959 -1.7697 -0.8111
H 0.3069 -1.8117 0.3389
H 0.4507 -2.3925 -1.4167
H 1.6881 -0.2510 -1.0869
H 0.3767 -0.0849 -2.2696
H -1.4623 1.5791 -1.8698
H -1.1297 2.5905 -0.3261
H -0.7903 -0.0900 1.4114
H -0.6122 1.6263 1.4319
H 1.9737 -0.1005 1.5807
H 1.9748 1.5374 1.2838
H 1.1707 0.9191 2.8083
H -1.8807 -1.2007 -0.1160
H -1.6822 -2.6989 -0.5248



Which of them is most stable? Easy: C.



A.
50
Properties=species:S:1:pos:R:3 method="wB97M-V/def2-TZVPD" smiles="O=C(C1CCC1)N(CCc1ccccc1)Cc1nc2ccccc2c(=O)[nH]1" e_homo_ev=-8.77 mol_weight_da=361.4 total_charge=0 orbital_gap_ha=0.342
O -0.5158 0.2099 2.2806
C -0.8045 -0.0441 1.1255
N -0.3690 0.7520 0.1113
C -0.6540 0.5845 -1.2934
H -0.9876 -0.4334 -1.4809
H 0.2745 0.7415 -1.8483
C -1.7330 1.5726 -1.7826
C -3.0325 1.3216 -1.0743
C -3.2861 1.9038 0.1613
C -4.4476 1.6097 0.8530
C -5.3737 0.7331 0.3145
C -5.1357 0.1563 -0.9217
C -3.9707 0.4469 -1.6092
H -3.7844 -0.0108 -2.5709
H -5.8570 -0.5247 -1.3495
H -6.2795 0.5018 0.8546
H -4.6282 2.0638 1.8157
H -2.5690 2.5902 0.5872
H -1.4018 2.5966 -1.6006
H -1.8547 1.4393 -2.8585
C 0.5645 1.7968 0.4600
C 1.9915 1.3308 0.3107
N 2.2474 0.2641 -0.3489
C 3.5551 -0.1430 -0.4543
C 3.8400 -1.3190 -1.1549
C 5.1417 -1.7491 -1.2769
C 6.1878 -1.0231 -0.7094
C 5.9262 0.1373 -0.0166
C 4.6123 0.5886 0.1179
C 4.3147 1.8139 0.8536
O 5.1128 2.5508 1.3893
N 2.9516 2.1020 0.8981
H 2.6887 2.9255 1.4270
H 6.7153 0.7195 0.4348
H 7.2032 -1.3741 -0.8144
H 5.3570 -2.6592 -1.8175
H 3.0201 -1.8707 -1.5874
H 0.3860 2.0642 1.5073
H 0.3997 2.6772 -0.1697
C -1.6269 -1.2557 0.7434
H -2.4897 -0.9558 0.1504
C -1.9809 -2.1648 1.9317
H -3.0460 -2.3270 2.0790
H -1.5401 -1.8104 2.8608
C -1.2211 -3.3279 1.2772
H -0.4001 -3.7265 1.8684
H -1.8599 -4.1511 0.9634
C -0.7942 -2.4040 0.1268
H 0.2734 -2.1920 0.0971
H -1.1200 -2.7279 -0.8608



B.
50
Properties=species:S:1:pos:R:3 method="wB97M-V/def2-TZVPD" smiles="CN(C)C(=O)N1CCN(c2cc3ccccc3c(=O)c3ccccc23)CC1" e_homo_ev=-8.27 mol_weight_da=361.4 total_charge=0 orbital_gap_ha=0.303
O 1.2862 -4.6037 -0.6830
O -1.5248 4.8357 -0.2937
C 0.6831 -3.8029 0.0179
C -0.6574 4.1583 -0.8021
C -0.9226 -1.2332 0.1468
C 0.2816 -0.8704 0.7678
C -2.8528 -4.9641 -0.6336
C 3.0813 -3.3982 2.8663
C -3.5493 -3.7623 -0.5837
C 2.8857 -2.0598 3.2179
C -1.4806 -4.9502 -0.3862
C 2.2999 -3.9184 1.8330
C -2.8763 -2.5873 -0.2635
C 2.0013 -1.2412 2.4902
C -0.7743 -3.7540 -0.0972
C 1.3772 -3.1504 1.1129
C -1.4834 -2.5563 -0.0471
C 1.1955 -1.7945 1.4548
N -0.1879 4.4553 -2.1071
N -0.1337 3.0830 -0.0847
N 0.5576 0.4741 0.7623
C -0.1938 3.4405 -3.1959
C -0.2624 5.8653 -2.5638
C 1.2224 2.5693 -0.3862
C -0.8907 2.4831 1.0231
C 1.2132 1.0134 -0.4398
C -0.0905 1.3852 1.7023
H -1.5162 -0.3950 -0.2047
H -3.3314 -5.9012 -0.8597
H 3.8158 -4.0234 3.3836
H -4.6414 -3.8229 -0.6966
H 3.4438 -1.6727 4.0814
H -0.9588 -5.9089 -0.5185
H 2.4687 -4.9475 1.5312
H -3.4567 -1.6701 -0.1668
H 1.9794 -0.1788 2.7233
H -1.1311 3.4308 -3.7509
H 0.6285 3.6618 -3.8782
H 0.0082 2.4183 -2.8415
H 0.3098 6.0235 -3.4634
H 0.1797 6.5351 -1.8140
H -1.3346 6.1372 -2.7284
H 1.6570 2.9525 -1.3246
H 1.9268 2.9368 0.3856
H -1.8620 2.0847 0.6928
H -1.1695 3.2720 1.7455
H 0.7108 0.6796 -1.3442
H 2.2585 0.6765 -0.5126
H -0.8024 0.7875 2.3226
H 0.6126 1.8083 2.4105



Which of them is most stable? Easy: A.